This record from the OMol25 dataset describes a structure of composition C18H35ClEuO4S. The level of theory is ωB97M-V with the def2-TZVPD basis set.

Results
Multiplicity = 8
Frontier orbital gap (spin up / spin down) = 3.8 / 4.0 eV
M = 534.96 g/mol
Charge = +2

Structure (XYZ):
```
60
Properties=species:S:1:pos:R:3:mulliken_spin:R:1
Eu -8.283 -1.203 -1.203 7.015
Cl -7.343 2.411 1.317 -0.001
S -5.995 0.921 -2.674 -0.003
O -7.203 -0.047 -2.709 -0.013
O -4.658 -0.093 -2.280 0.001
O -5.943 2.186 -1.525 0.000
O -5.721 1.287 -4.157 -0.001
C -2.954 1.693 -1.626 -0.001
C -4.121 0.627 -1.083 0.000
C 0.235 -1.850 0.903 0.000
C -6.058 -0.063 1.712 0.000
C 6.532 -0.119 -0.510 0.000
C -3.308 -0.511 -0.230 -0.001
C 3.945 -0.346 0.399 0.000
C 5.480 -0.971 0.415 0.000
C 2.924 -1.648 0.286 0.000
C -5.226 1.589 -0.349 0.002
C -7.450 -0.470 2.500 0.003
C 1.412 -1.026 0.065 0.000
C 8.380 1.507 0.753 0.000
C 9.702 2.165 -0.023 0.000
C -1.120 -2.138 -0.011 0.000
C -6.472 0.948 0.493 0.024
C 8.053 0.005 0.117 0.000
C -1.747 -0.736 -0.673 0.000
H -7.475 -1.661 2.557 0.000
H 1.078 -0.996 -1.060 0.000
H -0.737 -2.794 -0.930 0.000
H 3.163 -2.308 -0.663 0.000
H -3.891 -1.537 -0.404 0.000
H -7.568 0.038 3.550 -0.001
H -1.116 0.136 -0.158 0.000
H -1.613 -0.751 -1.852 0.000
H 2.924 -2.307 1.265 0.000
H -8.383 -0.185 1.817 0.000
H 8.823 -0.219 -0.759 0.000
H -1.906 -2.729 0.624 0.000
H 3.763 0.430 -0.464 0.000
H -7.301 0.426 -0.146 -0.024
H 7.460 2.256 0.622 0.000
H -5.673 -1.067 1.198 0.000
H 8.604 1.425 1.913 0.000
H -3.434 2.720 -2.001 0.000
H -3.317 -0.316 0.927 0.000
H 3.688 0.184 1.429 0.000
H -4.667 2.344 0.379 0.000
H -5.205 0.335 2.407 -0.001
H 0.709 -2.872 1.299 0.000
H 6.623 -0.704 -1.543 0.000
H 5.880 -1.123 1.525 0.000
H 6.046 0.922 -0.776 0.000
H 9.613 2.090 -1.195 0.000
H -2.374 1.266 -2.577 0.000
H 9.880 3.264 0.350 0.000
H -2.207 2.014 -0.757 0.000
H 1.393 0.100 0.445 0.000
H 5.395 -2.061 -0.061 0.000
H -0.124 -1.196 1.833 0.000
H 10.649 1.525 0.297 0.000
H 8.238 -0.764 1.000 0.000
```

This record from the OMol25 dataset describes a structure of composition C51H57AsN5OsSi2Te. The level of theory is ωB97M-V with the def2-TZVPD basis set.

Results
Energy above the lowest of the compared OMol25 structures with the same formula, charge and spin = 0.0 kJ/mol
Frontier orbital gap (spin up / spin down) = 5.8 / 6.3 eV
M = 1188.98 g/mol
Charge = +1

Structure (XYZ):
```
118
Properties=species:S:1:pos:R:3:mulliken_charge:R:1
Os -1.216 0.072 0.348 0.988
Te -3.008 -1.352 1.570 0.573
As 2.214 0.524 -2.298 1.123
Si 1.689 -1.498 1.472 0.324
Si -2.981 2.638 1.789 0.563
N -1.791 1.322 -1.174 0.437
N -0.731 -0.920 -2.526 1.321
N -0.973 -1.358 -1.277 0.650
N 0.373 -0.228 1.539 0.362
N -1.519 1.567 1.716 1.136
C 1.181 0.456 -6.420 -0.748
C 0.584 1.696 -6.601 -0.650
C 1.754 -2.314 3.174 -1.462
C 4.707 -0.646 -2.715 0.406
C -0.997 -5.035 2.808 -0.595
C 3.329 -0.723 1.009 -0.837
C -3.676 -0.001 -2.252 -1.242
C -4.316 -1.035 4.241 -1.253
C -1.209 2.576 -1.330 0.243
C -1.349 -3.701 2.659 -0.441
C 5.662 -1.629 -2.954 -0.565
C -1.943 -0.597 4.363 0.476
C -3.072 -0.934 3.629 0.621
C 5.226 3.497 -1.885 -0.723
C -3.112 -4.344 1.140 -0.460
C 1.347 -2.844 0.245 0.095
C -2.519 4.394 1.338 -1.192
C -2.400 -3.362 1.819 0.291
C 3.918 -3.275 -3.198 -0.863
C 1.695 0.102 -5.178 -0.303
C 3.849 1.565 -2.219 0.324
C -3.729 2.519 3.508 -1.264
C -2.767 1.186 -2.155 0.514
C -1.192 -3.043 -2.751 -1.504
C 1.693 0.917 3.299 -0.923
C 4.984 0.778 -2.438 0.581
C -2.066 -0.340 5.720 -0.983
C 3.966 2.916 -1.933 -0.665
C 0.709 2.871 4.323 -1.438
C -0.491 1.745 2.549 0.965
C 6.358 2.722 -2.105 -0.840
C 1.755 1.924 4.216 -1.330
C -0.858 -1.892 -3.435 -0.625
C -1.257 -2.654 -1.413 -0.705
C -0.043 3.055 -0.518 -0.836
C -4.282 2.075 0.573 -0.898
C 1.617 0.988 -4.108 0.397
C -1.693 -6.020 2.120 -0.623
C -0.382 2.787 3.518 -1.018
C -2.800 2.331 -2.904 -1.417
C -2.750 -5.677 1.289 -0.598
C 2.958 -2.303 -2.952 0.043
C -3.306 -0.432 6.338 -0.687
C 6.243 1.366 -2.374 -0.636
C -4.428 -0.787 5.601 -0.619
C 0.505 2.583 -5.537 -0.660
C 0.570 0.784 2.436 1.008
C 3.350 -0.993 -2.716 -0.392
C -1.809 3.207 -2.387 -0.372
C 1.012 2.228 -4.296 0.034
C 5.266 -2.936 -3.197 -0.971
H 3.462 -0.732 -0.073 -0.218
H -4.296 1.006 0.358 0.006
H 2.514 0.221 3.247 0.376
H -3.588 -0.502 -3.219 0.381
H 0.529 3.780 -1.101 0.522
H 0.926 2.924 -3.469 0.231
H -0.980 -0.531 3.884 0.325
H 7.135 0.775 -2.539 0.405
H -3.367 5.045 1.569 0.536
H 0.187 1.971 -7.569 0.400
H -0.340 3.550 0.405 -0.151
H -3.478 2.525 -3.720 0.577
H 6.716 -1.380 -2.955 0.417
H 0.940 -2.010 3.835 0.376
H -5.394 -0.865 6.083 0.435
H -4.286 3.436 3.722 0.508
H -1.646 4.794 1.854 0.356
H 0.785 3.670 5.048 0.476
H 2.616 2.005 4.865 0.477
H -4.721 0.293 -2.132 0.398
H 0.042 3.553 -5.672 0.429
H -1.365 -4.023 -3.161 0.542
H -0.694 -1.691 -4.481 0.605
H 3.467 0.301 1.353 0.416
H -0.576 0.067 -2.685 -0.560
H -3.301 -6.446 0.763 0.430
H -3.943 -4.080 0.496 0.436
H -3.399 -0.229 7.397 0.431
H -1.535 4.178 -2.772 0.663
H -0.807 -2.936 3.200 0.384
H -1.471 -3.256 -0.548 0.341
H 7.338 3.178 -2.064 0.397
H 3.618 -4.297 -3.390 0.457
H 3.086 3.520 -1.745 0.386
H -1.167 3.522 3.607 0.373
H 1.908 -2.576 -2.950 0.101
H -3.459 -0.744 -1.484 -0.106
H 1.291 -2.479 -0.777 -0.869
H 1.258 -0.236 -7.249 0.447
H -2.341 4.455 0.262 0.207
H 4.138 -1.332 1.427 0.546
H 2.204 -3.524 0.299 0.626
H 0.453 -3.422 0.483 0.062
H -3.013 2.364 4.315 0.333
H 1.696 -3.399 3.049 0.416
H 2.182 -0.859 -5.057 0.444
H -5.264 2.341 0.975 0.637
H -0.179 -5.304 3.464 0.443
H 5.327 4.554 -1.671 0.449
H 6.013 -3.696 -3.387 0.399
H -5.197 -1.299 3.668 0.472
H -1.188 -0.066 6.293 0.496
H 0.643 2.245 -0.250 -0.276
H -4.445 1.696 3.545 0.258
H -1.415 -7.059 2.238 0.423
H 2.688 -2.099 3.697 0.544
H -4.150 2.586 -0.384 0.245
```

This record from the OMol25 dataset describes a structure of composition C31H26CeClIO5P. The level of theory is ωB97M-V with the def2-TZVPD basis set.

Results
Energy above the lowest of the compared OMol25 structures with the same formula, charge and spin = 0.0 kJ/mol
Frontier orbital gap (spin up / spin down) = 6.4 / 6.4 eV
M = 811.99 g/mol
Charge = -1

Structure (XYZ):
```
66
Properties=species:S:1:pos:R:3:mulliken_charge:R:1
Ce 0.855 -1.722 0.144 0.389
I -0.676 -3.230 2.364 -0.534
Cl 2.100 -4.073 -0.900 2.040
P -1.700 0.966 -0.120 0.535
O 0.682 -4.321 -0.795 -0.598
O 2.211 -2.874 -1.737 -0.551
O 2.848 -5.166 -1.369 -0.695
O 2.518 -3.602 0.426 -0.662
O 1.442 0.631 -0.486 0.562
C 5.987 -0.580 1.348 -0.848
C -2.403 0.595 2.521 -0.394
C 4.598 -0.461 3.392 -0.891
C 3.545 -0.440 1.201 0.236
C -3.963 2.710 -0.083 -0.114
C 4.910 -0.542 -0.807 -1.074
C 6.065 -0.658 -0.015 -0.985
C 3.660 -0.365 -0.239 0.695
C -1.920 -0.191 -1.502 0.068
C -2.709 2.412 -0.614 -0.154
C -1.081 -1.321 -1.461 0.111
C 2.536 -0.083 -2.543 -2.275
C -3.746 -0.670 0.986 0.034
C 2.201 -0.632 3.193 -0.701
C -3.003 -0.953 -3.511 -0.639
C 1.739 1.937 -0.012 -0.817
C -2.163 3.277 -1.564 -0.202
C -2.858 4.395 -1.987 -0.635
C -2.709 0.232 1.211 0.204
C 2.263 -0.592 1.816 1.164
C -1.278 -2.274 -2.475 -0.426
C -4.655 3.839 -0.497 -0.744
C -4.108 4.683 -1.452 -0.435
C -3.135 0.088 3.583 -0.630
C 2.455 -0.161 -1.047 1.234
C -2.863 -0.005 -2.512 -0.257
C -4.167 -0.807 3.346 -0.406
C 3.369 -0.505 3.983 -0.825
C -4.467 -1.189 2.048 -0.751
C -2.216 -2.094 -3.488 -0.858
C 4.725 -0.476 1.980 0.411
H 7.026 -0.780 -0.503 0.379
H -2.327 -2.845 -4.263 0.353
H 2.034 2.569 -0.856 0.251
H 2.871 -1.026 -2.970 0.440
H -1.184 3.064 -1.979 0.347
H -3.496 0.876 -2.523 0.348
H 0.824 2.314 0.439 0.144
H -4.648 5.564 -1.776 0.356
H -5.627 4.055 -0.071 0.400
H 6.880 -0.626 1.964 0.380
H 2.536 1.906 0.732 0.364
H 3.228 0.699 -2.896 0.494
H 5.503 -0.446 3.992 0.334
H 3.288 -0.508 5.066 0.363
H -3.733 -0.805 -4.299 0.363
H -2.876 0.365 4.596 0.370
H 1.258 -0.821 3.696 0.397
H -1.570 1.262 2.709 0.298
H 1.545 0.138 -2.944 0.317
H -2.420 5.049 -2.731 0.392
H -4.400 2.053 0.657 0.371
H 5.015 -0.536 -1.885 0.441
H -5.255 -1.910 1.865 0.381
H -3.963 -0.987 -0.027 0.378
H -0.677 -3.178 -2.489 0.414
H -4.722 -1.228 4.174 0.344
```

This record from the OMol25 dataset describes a cluster of 5 separate species, C27H60O14 in total. The level of theory is ωB97M-V with the def2-TZVPD basis set.

Results
Frontier orbital gap = 9.5 eV
M = 608.76 g/mol
SMILES = CCOCCOC(=O)OCCCCOC(C)=O.COCCOC.COCCOC.COCCOC.COCCOC

Structure (XYZ):
```
101
Properties=species:S:1:pos:R:3:mulliken_charge:R:1
O -1.592 -0.768 -3.383 -0.194
O -0.390 -1.940 -8.726 -0.369
O 4.000 -5.791 -6.552 -0.372
O 1.580 -1.839 -6.508 -0.402
O -0.254 -1.260 4.968 -0.317
O -5.840 4.013 7.403 -0.403
O 1.669 1.596 0.947 -0.077
O 2.481 -0.540 1.075 -0.526
O 0.861 -0.033 2.663 -0.202
O -1.018 6.736 4.574 -0.532
O 6.507 -6.414 -5.092 -0.368
O -1.824 1.647 -1.677 -0.361
O 0.342 6.209 2.788 -0.363
O -4.613 1.318 7.211 -0.229
C 0.517 -1.811 -5.563 -0.733
C -1.918 -0.538 6.784 -0.767
C 1.643 0.072 3.880 -0.096
C -2.261 1.545 -3.030 -0.609
C 1.704 0.311 1.554 0.490
C 0.817 -0.325 5.210 -0.491
C -2.223 5.531 2.765 -0.719
C -0.407 1.708 -1.569 -0.343
C 3.404 -5.351 -5.339 -0.705
C -0.941 6.192 3.450 0.710
C -2.703 0.126 -3.362 -0.508
C 6.408 -6.146 -6.489 -0.670
C 5.268 -5.181 -6.786 -0.412
C 0.961 -2.392 -8.797 -0.755
C 1.444 -2.904 -7.447 -0.058
C 5.991 -7.693 -4.749 -0.709
C 1.135 5.130 3.354 -0.570
C -5.379 4.130 8.742 -0.691
C -1.532 -1.582 -2.220 -0.853
C -0.798 -1.583 6.285 -0.372
C -5.781 0.746 7.782 -0.849
C 1.253 3.833 2.402 0.486
C -4.800 3.640 6.502 -0.410
C 2.531 3.865 1.419 -0.552
C -4.910 2.172 6.109 -0.480
C 2.925 2.309 1.152 -0.492
C -0.486 -0.524 -8.704 -0.696
H 6.651 -8.477 -5.133 0.328
H 3.536 2.277 0.173 0.263
H -2.051 4.458 2.408 0.208
H -6.247 4.266 9.389 0.242
H 3.567 1.874 1.994 0.344
H 2.186 5.461 3.682 0.314
H -6.525 1.510 8.025 0.368
H -0.046 2.668 -1.951 0.362
H 0.601 -2.666 -4.884 0.273
H 0.270 3.580 1.866 0.018
H 5.373 -4.260 -6.203 0.340
H 5.300 -4.913 -7.847 0.399
H -5.495 0.233 8.701 0.244
H -3.814 3.857 6.928 0.330
H 7.351 -5.681 -6.790 0.390
H 4.089 -5.457 -4.493 0.352
H 0.333 0.631 5.631 0.197
H 2.438 -3.344 -7.572 0.161
H -1.524 -0.256 -8.498 0.242
H -1.576 -0.983 -1.307 0.383
H 1.619 -1.601 -9.173 0.353
H -1.190 -2.662 6.210 0.326
H -0.586 -2.126 -2.234 0.233
H -2.423 6.148 1.814 0.275
H 4.980 -7.835 -5.140 0.304
H -3.137 5.513 3.447 0.219
H 1.995 1.159 4.058 0.108
H 3.400 4.395 1.960 0.318
H 0.982 -3.217 -9.516 0.380
H 1.435 2.947 3.122 -0.390
H -4.922 4.255 5.605 0.247
H -2.548 -0.159 5.899 0.131
H -2.351 -2.308 -2.229 0.294
H -4.731 5.006 8.838 0.328
H -6.213 0.013 7.093 0.318
H -1.482 1.884 -3.721 0.327
H -3.137 0.118 -4.367 0.379
H 1.598 -0.679 5.969 0.263
H -3.470 -0.219 -2.661 0.350
H -4.841 3.233 9.060 0.281
H 2.205 4.399 0.468 0.267
H 2.617 -0.546 3.852 0.305
H 0.603 -0.894 -4.980 0.296
H -0.208 -0.115 -9.681 0.324
H -0.143 1.631 -0.515 -0.031
H -3.119 2.215 -3.137 0.401
H 6.293 -7.074 -7.060 0.338
H 0.007 -1.602 7.106 0.277
H 0.071 0.888 -2.111 0.193
H 2.521 -5.963 -5.151 0.259
H -2.623 -1.123 7.476 0.324
H -5.901 1.951 5.698 0.364
H 0.148 -0.090 -7.925 0.295
H 0.777 -3.683 -7.062 0.351
H 5.959 -7.767 -3.661 0.242
H -4.168 1.959 5.332 0.351
H -1.443 0.330 7.350 0.274
H 3.090 -4.307 -5.435 0.280
H 0.604 4.763 4.310 0.337
H -0.458 -1.823 -6.056 0.321
```

Look up the M of the fourth one. 608.76 g/mol

M of number 4 (C27H60O14)? 608.76 g/mol

What is the M in the third record? 811.99 g/mol